(1)
DFT (the ωB97M-V functional and the def2-TZVPD basis) results for a structure of composition C49H63InNO5P3SSi.

XYZ file:
```
124
Properties=species:S:1:pos:R:3
In 0.75018 0.15009 -0.82676
C -2.14374 1.91999 -2.41978
C -1.57248 3.21884 -1.83602
C -2.71312 4.14525 -1.41714
P -0.24973 2.77311 -0.59073
C 0.89858 4.24700 -0.58439
C 0.30406 5.62424 -0.86647
C 1.73027 4.26650 0.70487
C -0.98285 2.78510 1.09246
C -1.64670 3.93311 1.54018
C -2.09707 4.05792 2.84208
C -1.86312 3.02619 3.73834
C -1.22507 1.87776 3.30168
C -0.78285 1.70567 1.98021
Si -0.11172 -0.06129 1.58138
C -1.47489 -1.12662 2.38894
C -1.35569 -1.35042 3.76538
C -2.33798 -2.02037 4.47812
C -3.41012 -2.58196 3.80435
C -3.53262 -2.40332 2.43498
C -2.61798 -1.62163 1.72453
P -2.86532 -1.07143 -0.00845
C -4.52928 -0.20305 0.05395
C -4.28479 1.17112 0.68909
C -5.73296 -0.84539 0.74792
C -3.09861 -2.62775 -1.01862
C -1.98629 -3.60559 -0.62513
C -4.45309 -3.33190 -1.04882
C 1.49890 -0.37661 2.56636
C 1.99289 0.72361 3.28027
C 3.22038 0.70094 3.92366
C 3.99535 -0.44076 3.86150
C 3.52682 -1.55326 3.18040
C 2.28746 -1.56382 2.53321
P 1.63397 -3.10172 1.72797
C 1.56283 -4.38749 3.12964
C 2.25637 -4.05678 4.44934
C 0.12025 -4.81488 3.41897
C 3.01501 -3.96723 0.79112
C 4.38733 -4.13677 1.43780
C 3.15819 -3.43652 -0.63619
H -2.93746 2.13632 -3.14236
H -2.56627 1.28792 -1.63399
H -1.36838 1.34616 -2.92437
H -0.98825 3.70927 -2.62144
H -3.30864 3.70629 -0.61502
H -3.37279 4.29159 -2.27744
H -2.37175 5.13034 -1.09799
H 1.57109 4.00024 -1.41251
H -0.30526 5.98444 -0.03652
H -0.29294 5.64576 -1.77925
H 1.12564 6.33408 -0.99495
H 1.12386 4.60356 1.54842
H 2.57250 4.95538 0.59636
H 2.12551 3.27767 0.93439
H -1.81600 4.75052 0.85592
H -2.61337 4.95741 3.15561
H -2.18091 3.11375 4.77100
H -1.07679 1.08058 4.01916
H -0.47223 -0.99406 4.28934
H -2.24073 -2.14571 5.55053
H -4.15376 -3.15443 4.34668
H -4.36411 -2.86634 1.92140
H -4.77411 -0.05616 -1.00483
H -4.09283 1.06555 1.76197
H -5.15989 1.81647 0.56503
H -3.42032 1.67015 0.25413
H -5.58229 -0.87002 1.82665
H -5.94845 -1.85386 0.40368
H -6.61794 -0.23161 0.55328
H -2.88252 -2.27155 -2.03063
H -2.17157 -4.01981 0.36963
H -1.00879 -3.11790 -0.60082
H -1.93802 -4.43282 -1.33920
H -4.71968 -3.73250 -0.06853
H -4.39288 -4.17603 -1.74255
H -5.25260 -2.67642 -1.39579
H 1.39799 1.63088 3.32120
H 3.57329 1.57792 4.45444
H 4.97008 -0.46812 4.33499
H 4.14601 -2.43531 3.16264
H 2.06135 -5.25269 2.68828
H 1.88654 -3.11869 4.86922
H 3.33994 -3.98084 4.35600
H 2.04417 -4.85449 5.16872
H -0.34787 -4.11220 4.09394
H 0.10289 -5.79989 3.89757
H -0.48357 -4.86630 2.50998
H 2.56593 -4.96281 0.71456
H 4.94810 -3.20041 1.42605
H 4.96445 -4.86526 0.86098
H 4.33205 -4.49729 2.46654
H 3.45231 -2.38738 -0.64278
H 2.22148 -3.53125 -1.18540
H 3.92393 -4.00671 -1.17127
O 1.25936 1.26652 -2.75910
N 1.64502 0.46411 -3.74137
C 2.60128 0.91050 -4.58490
C 3.01327 0.17219 -5.65935
C 2.44246 -1.08363 -5.86696
C 1.50296 -1.54629 -4.97703
C 1.08467 -0.76800 -3.88682
S -0.11598 -1.30660 -2.78187
H 2.98746 1.88644 -4.33787
H 3.77223 0.56962 -6.31719
H 2.73612 -1.68819 -6.71630
H 1.05425 -2.52282 -5.08587
O 2.59665 1.39723 0.14022
C 3.38248 0.52476 -0.30148
O 2.99272 -0.38184 -1.10309
C 4.81899 0.54259 0.11700
C 5.59334 -0.59609 -0.03069
C 6.92563 -0.63000 0.38952
C 7.42660 0.52465 0.93632
O 8.68960 0.75692 1.40917
C 8.71411 2.11960 1.83691
O 7.41019 2.66180 1.64981
C 6.65665 1.66627 1.07798
C 5.34696 1.70986 0.68587
H 5.14139 -1.47111 -0.47768
H 7.53947 -1.51587 0.28685
H 9.43635 2.67571 1.23760
H 8.98502 2.16856 2.89123
H 4.72591 2.58820 0.80935
```

Calculated values
Calculated total energy in Ha: -4237.85509
Energy relative to the best compared isomer or geometry (same formula, charge and spin) in kcal per mole: 7.14
Kohn-Sham gap in Ha: 0.28716
HOMO level in eV: -7.272
M in g mol⁻¹: 1013.938

(2)
DFT (the ωB97M-V functional and the def2-TZVPD basis) results for a structure of composition C17H11F5N2OS2Zr at a distorted geometry.

XYZ file:
```
39
Properties=species:S:1:pos:R:3
Zr -0.05206 0.87136 -0.30447
N 0.01732 0.35062 1.93325
C -0.72460 -0.90457 2.12981
C -1.07293 -1.35899 3.36780
C -1.72942 -2.59822 3.51719
C -1.99833 -3.36892 2.42370
C -1.64507 -2.91645 1.12989
C -1.87243 -3.67091 -0.03986
C -1.49662 -3.18548 -1.26904
C -0.92210 -1.92448 -1.34352
N -0.70038 -1.17004 -0.26253
C -1.02433 -1.66319 0.98453
H -0.30815 1.04631 2.60300
H 0.99819 0.17166 2.16729
H -0.83259 -0.77440 4.24910
H -1.99743 -2.93745 4.50825
H -2.48048 -4.33288 2.52874
H -2.34248 -4.64400 0.04276
H -1.64981 -3.75510 -2.17406
H -0.63452 -1.50992 -2.30211
C -2.50412 5.28493 -1.42195
O -2.32079 3.93869 -1.96840
C -1.71234 3.00266 -1.35812
S -1.03227 3.15974 0.21929
S -1.58027 1.51098 -2.21093
H -3.50274 5.58070 -1.71803
H -1.76103 5.92060 -1.89210
H -2.39790 5.28650 -0.34243
F 2.46068 -1.39945 0.68618
C 2.89452 -0.49836 -0.20795
C 2.03936 0.50855 -0.63436
C 2.53189 1.42110 -1.54500
F 1.61720 2.36278 -1.90558
C 3.80337 1.39345 -2.05511
F 4.25643 2.27219 -2.92699
C 4.62651 0.36484 -1.59988
F 5.85524 0.28897 -2.05221
C 4.18499 -0.58689 -0.67673
F 5.00947 -1.53690 -0.27944
```

Calculated values
Calculated total energy in Ha: -2181.41195
Energy relative to the best compared isomer or geometry (same formula, charge and spin) in kcal per mole: 0.00
Charge: +2
Kohn-Sham gap in Ha: 0.27668
HOMO level in eV: -15.420
M in g mol⁻¹: 509.636

(3)
DFT (the ωB97M-V functional and the def2-TZVPD basis) results for the molecule C6H9N at a distorted geometry.

XYZ file:
```
16
Properties=species:S:1:pos:R:3
C 1.04349 1.47537 0.02647
C -0.29034 0.97830 -0.46849
C -0.53017 -0.46758 -0.76452
C 0.46048 -1.53229 -0.32069
C -1.28014 0.16379 0.35259
C -0.88601 -0.46445 1.58576
N -0.63543 -0.98540 2.58723
H 1.57066 0.69386 0.57679
H 1.66859 1.76593 -0.82733
H 0.93271 2.34063 0.68391
H -0.81446 1.68871 -1.11229
H -1.04394 -0.71786 -1.69979
H -0.04151 -2.49081 -0.06623
H 0.97976 -1.40022 -1.26736
H 1.20391 -1.38961 0.47995
H -2.33760 0.34161 0.23400
```

Calculated values
SMILES: C[C@@H]1[C@H](C)[C@@H]1C#N
Calculated total energy in Ha: -288.71470
Energy relative to the best compared isomer or geometry (same formula, charge and spin) in kcal per mole: 42.25
Kohn-Sham gap in Ha: 0.41123
HOMO level in eV: -10.334
M in g mol⁻¹: 95.145